This record from the Open Molecules 2025 dataset describes a gas-phase ion, C2H4ClN2 (charge +1) at a distorted geometry. The level of theory is ωB97M-V with the def2-TZVPD basis set.

ΔE to the lowest compared entry with this formula, charge and spin: 412.2 kJ/mol
total charge: +1
calculated total energy: -17628.813 eV
structure (SMILES): CN1[NH+]=C1Cl
LUMO energy: -5.5316 eV

Each line ends with the natural charge from an NBO analysis.
Atoms and positions in Å:
N (1.209, -1.524, -0.535)  -0.370
H (-0.130, 1.464, 0.030)  0.254
C (2.201, -0.252, -0.006)  0.431
H (-1.090, 0.146, -0.092)  0.278
Cl (3.748, 0.273, 0.092)  0.344
N (0.954, -0.241, 0.118)  -0.123
H (1.269, -1.640, -1.559)  0.385
H (-0.540, 0.694, 1.506)  0.289
C (-0.177, 0.520, 0.400)  -0.488